--- one ---
The following is a DFT calculation (ωB97M-V/def2-TZVPD) of C4H10OS in the gas phase.

```
16
Properties=species:S:1:pos:R:3:nbo_charge:R:1
C 2.651 -0.196 0.547 -0.803
C 0.123 0.783 0.423 -0.417
C -1.260 0.937 -0.393 -0.434
C -2.359 0.138 0.304 -0.029
H 3.606 -0.912 0.015 0.240
H 2.367 -0.785 1.494 0.216
H 3.016 0.832 0.780 0.220
H 0.651 1.703 0.762 0.199
H 0.137 0.346 1.142 0.124
H -0.973 0.991 -1.342 0.227
H -1.381 2.138 -0.403 0.206
H -3.114 0.266 -0.132 0.160
H -2.428 0.313 1.241 0.157
H -1.266 -1.374 0.275 0.452
O -2.131 -1.257 0.034 -0.697
S 1.344 -0.214 -0.587 0.178
```

Its SMILES is CSCCCO. The charge is 0. The calculation puts the HOMO energy at -8.64 eV.


--- two ---
The following is a DFT calculation (ωB97M-V/def2-TZVPD) of 2 unconnected molecules or ions with the total composition C4H10OS.

```
16
Properties=species:S:1:pos:R:3:nbo_charge:R:1
C -1.832 1.101 -1.761 -0.613
C -0.595 1.390 -0.881 -0.503
S 0.779 0.418 -1.561 -0.073
H -1.692 1.580 -2.725 0.211
H -1.967 0.025 -1.907 0.208
H -2.697 1.565 -1.282 0.214
H -0.801 1.091 0.141 0.217
H -0.346 2.437 -0.976 0.214
H 1.812 1.054 -0.996 0.128
O 0.836 0.195 2.295 -0.530
C 0.899 -1.005 2.361 0.442
C 1.215 -1.910 1.208 -0.727
H 0.628 -1.486 3.322 0.102
H 0.258 -2.097 0.719 0.246
H 1.886 -1.501 0.457 0.246
H 1.618 -2.855 1.587 0.218
```

Its SMILES is CC=O.CCS. The charge is 0. The calculation puts the HOMO energy at -8.91 eV.


Of them, the most stable is two and the least stable is one.


--- one ---
The following is a DFT calculation (ωB97M-V/def2-TZVPD) of 11 unconnected molecules or ions with the total composition C38H107N13O11.

```
169
Properties=species:S:1:pos:R:3:mulliken_charge:R:1
C 6.177 -2.109 -5.200 -1.598
C 5.192 -0.931 -5.227 0.973
C 5.310 -0.014 -3.994 -1.084
O 3.998 0.705 -3.896 -0.458
C 3.276 0.377 -2.744 -0.070
N 5.583 -0.159 -6.378 -0.849
H 6.026 -2.808 -4.377 0.390
H 7.228 -1.825 -5.155 0.313
H 5.946 -2.736 -6.062 0.392
H 4.174 -1.281 -5.401 0.202
H 5.980 0.828 -4.166 0.482
H 5.741 -0.583 -3.170 0.327
H 3.213 -0.706 -2.640 0.673
H 2.308 0.878 -2.704 -0.631
H 3.926 0.647 -1.912 0.364
H 4.992 0.660 -6.378 0.312
H 5.117 -0.689 -7.101 0.274
C 0.226 -1.155 -3.367 -0.916
C -0.321 0.251 -3.705 1.416
C -0.150 0.659 -5.190 -1.503
O -1.026 -0.111 -6.065 -0.333
C -0.965 0.251 -7.389 -0.836
N -1.661 0.258 -3.171 0.136
H -0.426 -2.027 -3.411 0.432
H 0.697 -1.186 -2.385 -0.281
H 1.026 -1.476 -4.034 0.533
H 0.203 1.068 -3.209 -1.018
H 0.895 0.728 -5.491 0.532
H -0.397 1.716 -5.293 0.545
H -1.673 -0.412 -7.885 0.246
H 0.051 0.337 -7.776 0.299
H -1.405 1.244 -7.484 0.331
H -2.193 1.083 -2.931 -0.056
H -2.264 -0.300 -3.758 0.348
C -2.881 -3.381 -1.984 -0.693
C -3.720 -3.151 -0.739 1.803
C -5.266 -2.811 -1.031 -1.063
O -5.491 -1.881 -2.110 -0.423
C -5.177 -0.589 -1.804 -0.157
N -3.698 -4.397 0.121 -0.623
H -1.836 -3.214 -1.720 -0.244
H -3.135 -2.630 -2.732 0.355
H -2.835 -4.403 -2.358 0.291
H -3.331 -2.279 -0.213 -0.969
H -5.625 -2.458 -0.064 0.347
H -5.768 -3.768 -1.173 0.394
H -4.105 -0.524 -1.618 -0.119
H -5.766 -0.234 -0.958 0.273
H -5.379 0.008 -2.694 0.220
H -3.995 -5.232 -0.362 0.252
H -4.360 -4.265 0.872 0.258
C -6.486 0.390 4.735 -1.474
C -6.433 1.225 3.487 0.390
C -5.432 0.578 2.464 -0.300
O -4.127 0.702 2.961 -0.426
C -3.078 0.361 2.049 0.126
N -7.753 1.458 2.931 -0.707
H -7.013 -0.550 4.571 0.328
H -6.909 0.858 5.624 0.368
H -5.461 0.059 4.904 0.378
H -5.883 2.127 3.753 0.216
H -5.532 1.018 1.472 0.124
H -5.601 -0.480 2.263 0.206
H -3.101 0.931 1.120 -0.158
H -3.065 -0.684 1.738 0.114
H -2.103 0.517 2.511 0.109
H -7.975 0.618 2.417 0.263
H -8.440 1.510 3.669 0.301
C -0.438 -7.301 -1.608 -1.290
C 0.897 -6.409 -1.630 0.085
C 0.579 -4.888 -1.773 0.013
O 1.676 -4.057 -1.772 -0.410
C 1.734 -3.247 -0.595 0.211
N 1.648 -6.663 -0.429 -0.707
H -0.257 -8.374 -1.556 0.372
H -1.068 -7.134 -2.482 0.361
H -1.053 -7.111 -0.728 0.222
H 1.586 -6.659 -2.437 0.398
H -0.200 -4.613 -1.062 -0.257
H 0.158 -4.690 -2.759 0.447
H 0.802 -2.722 -0.384 -0.023
H 2.551 -2.545 -0.757 -0.269
H 1.921 -3.923 0.239 0.329
H 1.189 -6.396 0.430 0.178
H 2.492 -6.109 -0.400 0.350
C -4.806 3.241 -0.562 -0.519
C -3.971 4.187 -1.366 1.170
C -3.200 3.606 -2.426 -1.267
O -2.167 2.679 -2.027 -0.198
C -1.074 3.359 -1.397 -0.600
N -4.838 5.287 -1.870 -0.780
H -5.385 3.680 0.250 0.517
H -4.251 2.470 -0.027 -0.550
H -5.449 2.603 -1.168 0.219
H -3.335 4.672 -0.625 0.017
H -2.671 4.384 -2.977 0.309
H -3.891 3.051 -3.061 0.481
H -1.244 3.586 -0.345 0.361
H -0.641 4.223 -1.901 0.491
H -0.265 2.652 -1.586 -0.372
H -5.398 5.717 -1.148 0.306
H -5.398 4.781 -2.541 0.297
C 4.215 5.143 -0.330 -1.504
C 3.146 4.160 0.198 0.987
C 1.665 4.585 0.067 0.373
O 1.419 5.577 1.107 -0.418
C 0.017 5.546 1.379 -0.668
N 3.295 2.953 -0.570 -0.219
H 4.416 5.112 -1.401 0.369
H 5.200 5.050 0.127 0.329
H 3.841 6.161 -0.217 0.388
H 3.248 3.966 1.266 -0.346
H 1.068 3.692 0.252 -0.477
H 1.419 4.933 -0.937 0.250
H -0.141 6.297 2.153 0.376
H -0.254 4.569 1.782 0.173
H -0.592 5.788 0.509 0.297
H 2.641 2.269 -0.219 -0.088
H 3.117 3.157 -1.544 0.274
C 4.313 1.999 3.737 -0.780
C 3.722 2.679 4.996 0.261
C 2.339 3.372 4.773 -0.511
O 1.846 4.112 5.948 -0.452
C 0.655 4.862 5.838 -0.712
N 3.586 1.709 6.114 -0.801
H 3.501 1.464 3.244 -0.300
H 5.003 1.196 3.997 0.409
H 4.675 2.767 3.054 0.530
H 4.423 3.413 5.392 0.343
H 1.616 2.582 4.572 0.228
H 2.398 4.108 3.970 0.392
H -0.017 4.724 6.685 0.287
H 0.123 4.788 4.889 0.248
H 0.996 5.898 5.849 0.280
H 3.318 0.826 5.704 -0.098
H 2.790 2.133 6.568 0.344
C 3.351 -2.605 5.433 -1.853
C 3.036 -1.539 4.414 2.993
C 3.864 -1.713 3.157 -1.434
O 3.277 -0.746 2.310 0.688
C 3.995 -0.565 1.127 -0.987
N 1.574 -1.583 4.309 -0.527
H 3.095 -3.618 5.124 0.384
H 2.878 -2.482 6.407 0.406
H 4.433 -2.606 5.563 0.403
H 3.079 -0.546 4.863 -1.505
H 3.807 -2.745 2.809 0.389
H 4.916 -1.517 3.360 0.525
H 4.107 -1.496 0.571 0.386
H 4.972 -0.147 1.371 0.457
H 3.384 0.057 0.473 -0.142
H 1.348 -0.817 3.691 -0.227
H 1.019 -1.387 5.130 0.276
C 0.349 0.239 0.471 0.047
O 1.037 1.080 -0.100 -0.437
N 0.444 -0.125 1.725 0.895
N -0.679 -0.336 -0.133 2.769
H -0.144 -0.925 1.910 -0.207
H 1.393 0.046 2.027 -0.507
H -1.282 -0.799 0.532 -1.103
H -0.916 -0.145 -1.096 -1.115
C -0.764 -3.613 2.168 0.436
O -1.274 -2.503 2.285 -0.749
N -1.251 -4.759 1.773 -0.308
N 0.528 -3.728 2.421 -0.263
H -0.724 -5.617 1.856 0.198
H -2.074 -4.729 1.189 0.300
H 1.000 -4.620 2.420 0.306
H 0.930 -2.947 2.920 0.207
```

Its SMILES is COC[C@H](C)N.COC[C@H](C)N.COC[C@H](C)N.COC[C@H](C)N.COC[C@H](C)N.COC[C@H](C)N.COC[C@H](C)N.COC[C@H](C)N.COC[C@H](C)N.NC(N)=O.NC(N)=O. The charge is 0. The calculation puts the HOMO energy at -8.54 eV.


--- two ---
The following is a DFT calculation (ωB97M-V/def2-TZVPD) of 11 unconnected molecules or ions with the total composition C38H107N13O11.

```
169
Properties=species:S:1:pos:R:3:mulliken_charge:R:1
C -3.438 2.406 1.950 -1.313
C -4.787 3.013 1.601 0.227
C -5.263 4.120 2.523 -0.871
O -6.670 4.220 2.425 -0.315
C -7.192 5.272 3.195 -0.748
N -4.771 3.364 0.149 -0.560
H -3.366 2.056 2.979 0.613
H -2.618 3.110 1.774 0.324
H -3.322 1.593 1.232 0.152
H -5.563 2.236 1.575 0.441
H -4.699 5.025 2.255 0.274
H -5.087 3.806 3.563 0.445
H -6.761 5.300 4.204 0.309
H -8.271 5.154 3.306 0.248
H -7.044 6.241 2.700 0.293
H -5.688 3.774 -0.015 0.268
H -4.044 4.052 -0.022 0.181
C -2.691 4.454 -2.322 -0.691
C -3.157 4.008 -3.717 0.389
C -2.793 5.026 -4.782 -0.764
O -3.399 4.693 -5.990 -0.300
C -2.932 5.517 -7.040 -0.749
N -2.711 2.660 -4.096 -0.393
H -2.499 3.624 -1.648 -0.214
H -3.552 4.964 -1.886 0.273
H -1.851 5.134 -2.472 0.482
H -4.249 3.924 -3.726 0.144
H -1.692 5.123 -4.795 0.266
H -3.091 6.033 -4.429 0.390
H -3.330 5.122 -7.974 0.257
H -1.841 5.568 -7.084 0.327
H -3.319 6.541 -6.942 0.286
H -2.943 2.540 -5.079 0.250
H -1.725 2.440 -4.011 0.134
C -0.242 0.292 2.468 -1.584
C 0.849 0.116 1.430 1.600
C 0.443 0.623 0.059 -1.626
O -0.523 -0.212 -0.478 1.508
C -1.358 0.403 -1.413 -0.602
N 2.094 0.724 1.932 0.470
H -0.299 1.348 2.752 0.383
H -0.014 -0.258 3.386 0.364
H -1.205 -0.069 2.104 0.064
H 1.062 -0.957 1.305 -0.520
H 1.336 0.724 -0.578 0.131
H 0.068 1.645 0.239 0.082
H -2.252 -0.214 -1.505 -0.040
H -0.891 0.559 -2.387 0.138
H -1.823 1.330 -1.046 -0.194
H 2.875 0.408 1.362 -0.622
H 2.281 0.273 2.821 0.171
C 2.806 -1.587 -3.872 -1.137
C 3.877 -2.370 -3.117 0.107
C 4.550 -1.589 -2.018 0.756
O 5.173 -0.422 -2.501 -0.433
C 5.748 0.329 -1.456 -0.183
N 3.382 -3.595 -2.489 -0.693
H 3.230 -0.578 -4.004 0.415
H 1.854 -1.558 -3.350 0.002
H 2.699 -1.886 -4.917 0.341
H 4.663 -2.657 -3.821 0.462
H 5.352 -2.239 -1.620 0.478
H 3.907 -1.397 -1.140 -0.963
H 5.011 0.435 -0.641 -0.254
H 5.870 1.336 -1.832 0.363
H 6.614 -0.205 -1.056 0.267
H 2.990 -4.221 -3.184 0.354
H 2.579 -3.410 -1.872 0.068
C 1.750 -1.971 6.442 -1.508
C 3.228 -1.663 6.272 0.421
C 3.953 -2.820 5.594 0.003
O 3.901 -4.024 6.287 -0.393
C 4.993 -4.860 6.064 -0.706
N 3.421 -0.397 5.567 -0.666
H 1.653 -2.817 7.131 0.409
H 1.226 -2.284 5.534 0.177
H 1.184 -1.148 6.884 0.409
H 3.693 -1.509 7.251 0.338
H 5.015 -2.491 5.627 0.264
H 3.775 -2.919 4.514 -0.054
H 5.081 -5.175 5.013 0.255
H 4.831 -5.734 6.691 0.283
H 5.955 -4.397 6.327 0.307
H 4.401 -0.163 5.447 0.320
H 2.999 -0.438 4.646 -0.024
C -0.843 -3.000 -5.772 -0.942
C -1.987 -2.029 -5.840 0.402
C -2.358 -1.481 -4.453 -0.670
O -2.562 -2.455 -3.443 0.450
C -3.824 -3.051 -3.514 -0.932
N -1.760 -0.940 -6.782 -0.740
H -0.722 -3.469 -6.751 0.404
H -1.082 -3.782 -5.053 0.117
H 0.113 -2.542 -5.511 0.053
H -2.891 -2.562 -6.152 0.228
H -3.337 -0.976 -4.498 0.441
H -1.615 -0.742 -4.143 0.017
H -4.559 -2.388 -3.039 0.244
H -3.824 -3.998 -2.980 0.156
H -4.162 -3.242 -4.538 0.312
H -0.930 -0.399 -6.541 0.280
H -2.493 -0.240 -6.662 0.306
C 0.103 -3.525 1.360 -1.382
C 0.422 -4.025 -0.031 0.749
C -0.743 -4.797 -0.606 -0.425
O -0.453 -5.084 -1.954 -0.268
C -1.359 -5.966 -2.506 -0.812
N 0.728 -2.841 -0.926 1.688
H 0.984 -3.136 1.869 0.069
H -0.235 -4.354 1.999 0.642
H -0.734 -2.825 1.334 -0.044
H 1.316 -4.646 -0.112 0.313
H -1.692 -4.241 -0.536 -0.488
H -0.896 -5.732 -0.044 0.701
H -1.381 -6.930 -1.990 0.395
H -1.117 -6.113 -3.559 0.240
H -2.376 -5.543 -2.531 0.172
H 0.245 -2.019 -0.524 -1.205
H 0.094 -3.025 -1.710 0.007
C -3.390 -1.802 0.097 -0.390
C -3.937 -2.801 1.077 0.696
C -5.043 -2.166 1.908 -1.045
O -4.473 -1.191 2.713 -0.112
C -5.354 -0.693 3.716 -0.907
N -4.440 -3.992 0.349 -0.689
H -4.223 -1.421 -0.511 0.513
H -2.718 -2.315 -0.593 -0.142
H -2.987 -0.895 0.542 -0.354
H -3.193 -3.091 1.833 -0.037
H -5.556 -2.987 2.442 0.481
H -5.803 -1.732 1.235 0.351
H -4.813 -0.069 4.426 0.248
H -5.800 -1.535 4.253 0.370
H -6.085 -0.023 3.243 0.323
H -3.657 -4.636 0.245 0.281
H -5.028 -4.507 1.008 0.359
C 2.140 6.155 0.984 -1.489
C 1.796 4.658 1.147 0.756
C 2.130 3.915 -0.119 -0.334
O 1.219 4.258 -1.149 -0.167
C 1.730 4.024 -2.420 -0.756
N 2.605 4.113 2.267 -0.737
H 2.756 6.362 0.102 0.299
H 2.683 6.547 1.843 0.434
H 1.232 6.740 0.840 0.328
H 0.728 4.639 1.364 0.143
H 2.108 2.821 -0.049 -0.210
H 3.155 4.186 -0.422 0.571
H 1.047 4.329 -3.211 0.135
H 1.924 2.951 -2.580 0.274
H 2.677 4.570 -2.537 0.349
H 2.557 3.086 2.237 0.175
H 3.576 4.293 1.993 0.274
C 6.204 1.136 3.600 0.550
O 6.540 0.099 4.164 -0.638
N 6.573 2.419 3.972 -0.453
N 5.208 1.125 2.631 0.076
H 6.970 2.613 4.870 0.242
H 6.068 3.169 3.540 0.135
H 4.824 0.219 2.393 -0.315
H 5.056 1.920 2.041 0.190
C 4.772 -2.380 1.750 0.608
O 3.850 -1.678 2.194 -0.099
N 4.672 -3.073 0.568 -0.192
N 5.991 -2.391 2.388 -0.315
H 5.386 -3.716 0.285 0.225
H 4.041 -2.726 -0.133 -0.321
H 6.109 -1.797 3.199 0.108
H 6.700 -3.058 2.153 0.172
```

Its SMILES is COC[C@H](C)N.COC[C@H](C)N.COC[C@H](C)N.COC[C@H](C)N.COC[C@H](C)N.COC[C@H](C)N.COC[C@H](C)N.COC[C@H](C)N.COC[C@H](C)N.NC(N)=O.NC(N)=O. The charge is 0. The calculation puts the HOMO energy at -8.76 eV.


Of them, the most stable is two and the least stable is one.


--- one ---
The following is a DFT calculation (ωB97M-V/def2-TZVPD) of C3H4FNS in the gas phase.

```
10
Properties=species:S:1:pos:R:3:nbo_charge:R:1
C 1.316 0.786 -0.037 0.068
C 0.760 -0.483 0.007 0.182
C -0.565 -0.930 0.102 -0.290
H -0.295 1.872 0.305 0.420
H 1.259 2.764 0.344 0.399
H 2.389 0.868 -0.149 0.210
H -0.686 -1.990 0.192 0.219
N 0.680 1.978 -0.039 -0.756
F 1.612 -1.543 -0.022 -0.339
S -1.938 0.018 -0.041 -0.113
```

Its SMILES is N/C=C(/F)C=S. The charge is 0. The calculation puts the HOMO energy at -8.41 eV.


--- two ---
The following is a DFT calculation (ωB97M-V/def2-TZVPD) of C3H4FNS in the gas phase.

```
10
Properties=species:S:1:pos:R:3:nbo_charge:R:1
C 1.121 -0.338 0.241 -0.118
C 0.608 0.503 1.152 -0.411
C -1.479 -0.042 -0.316 -0.410
N 0.315 -0.763 -0.788 -0.046
F 0.718 -0.271 -2.082 -0.287
S -0.953 1.151 0.811 0.354
H 2.221 -0.440 0.036 0.234
H 1.243 0.842 1.931 0.243
H -2.113 0.270 -1.142 0.239
H -1.680 -0.913 0.157 0.201
```

The charge is 0. The calculation puts the HOMO energy at -8.62 eV.


Of them, the most stable is one and the least stable is two.